The following is a quantum chemistry calculation of a molecular structure, C35H33BrEuN6O2S2 at a distorted geometry, from OMol25.

Computed properties:
Relative energy (zero: lowest compared OMol25 entry of this formula, charge and spin), eV: 3.621
Multiplicity: 7
DFT total energy, Eh: -5912.92453
Max |F|, eV Å⁻¹: 4.79
Total charge: +1

Last column: Mulliken charge in e.
Positions of all 80 atoms, in Å:
Eu (-0.38, -0.02, -0.10)  0.75
C (-1.01, 3.01, 1.82)  -1.14
N (-0.99, 1.56, 1.62)  0.21
C (-1.41, 0.86, 2.65)  0.29
C (-1.43, -0.54, 2.70)  0.10
C (-1.87, -1.38, 3.74)  -0.98
C (-1.66, -2.68, 3.33)  -0.65
C (-1.09, -2.60, 2.05)  -0.35
N (-0.94, -1.33, 1.66)  0.12
C (-0.27, 3.48, 3.06)  0.10
C (-0.83, 4.43, 3.91)  -0.39
C (-0.13, 4.86, 5.02)  -0.69
C (1.12, 4.35, 5.31)  -0.56
C (1.68, 3.40, 4.47)  -0.58
C (0.99, 2.97, 3.36)  0.71
H (-2.04, 3.38, 1.86)  0.44
H (-0.52, 3.47, 0.95)  0.37
H (-1.76, 1.39, 3.55)  0.41
H (-2.28, -1.06, 4.68)  0.49
H (-1.89, -3.59, 3.86)  0.46
H (-0.78, -3.41, 1.41)  0.48
H (-1.80, 4.84, 3.69)  0.38
H (-0.58, 5.61, 5.67)  0.40
H (1.66, 4.70, 6.18)  0.41
H (2.66, 2.99, 4.69)  0.50
H (1.42, 2.22, 2.71)  -0.01
S (2.18, 0.18, 1.48)  -0.30
C (3.63, 0.16, 0.64)  0.42
N (4.80, 0.06, 1.27)  0.11
C (6.03, -0.04, 0.52)  -0.77
C (5.96, 0.89, -0.67)  -0.84
N (4.78, 0.58, -1.45)  0.24
C (4.87, 0.61, -2.89)  -2.06
C (4.95, -0.79, -3.47)  1.10
C (4.02, -1.24, -4.40)  -0.18
C (4.11, -2.52, -4.92)  -0.77
C (5.13, -3.37, -4.51)  -0.43
C (6.06, -2.93, -3.58)  -0.88
C (5.97, -1.65, -3.07)  -0.06
C (3.64, 0.25, -0.83)  0.08
S (2.25, -0.05, -1.72)  -0.20
C (4.95, 0.18, 2.71)  -1.61
C (5.52, 1.54, 3.03)  0.87
C (6.69, 1.67, 3.77)  -0.34
C (7.20, 2.92, 4.05)  -0.61
C (6.56, 4.06, 3.58)  -0.51
C (5.41, 3.93, 2.82)  -1.02
C (4.89, 2.68, 2.55)  -0.01
H (6.16, -1.08, 0.20)  0.42
H (6.86, 0.23, 1.17)  0.42
H (6.84, 0.77, -1.30)  0.54
H (5.92, 1.93, -0.33)  0.32
H (5.76, 1.17, -3.16)  0.61
H (3.99, 1.12, -3.30)  0.57
H (3.23, -0.58, -4.71)  0.37
H (3.39, -2.85, -5.65)  0.39
H (5.20, -4.36, -4.92)  0.40
H (6.86, -3.58, -3.26)  0.40
H (6.71, -1.32, -2.35)  0.30
H (5.61, -0.62, 3.06)  0.42
H (3.97, 0.06, 3.18)  0.44
H (7.19, 0.79, 4.15)  0.40
H (8.10, 3.02, 4.64)  0.41
H (6.95, 5.04, 3.80)  0.41
H (4.91, 4.81, 2.44)  0.45
H (3.98, 2.58, 1.97)  0.56
Br (-2.70, 4.11, -5.46)  -0.10
C (-2.05, 3.15, -3.97)  0.24
C (-1.01, 2.24, -4.12)  -0.85
C (-0.52, 1.61, -2.99)  0.14
N (-0.97, 1.84, -1.75)  0.03
C (-1.99, 2.70, -1.63)  0.02
C (-2.57, 3.37, -2.70)  -0.82
H (-0.60, 2.03, -5.09)  0.46
H (0.30, 0.90, -3.09)  0.19
H (-2.36, 2.88, -0.63)  0.33
H (-3.40, 4.04, -2.54)  0.45
O (-2.25, -0.67, -1.07)  -0.34
N (-1.72, -1.76, -1.39)  0.19
O (-0.46, -1.78, -1.34)  -0.28

***

The following is a quantum chemistry calculation of a molecular structure, C7H16NOPSTb at a distorted geometry, from OMol25.

Computed properties:
Relative energy (zero: lowest compared OMol25 entry of this formula, charge and spin), eV: 0.599
Multiplicity: 7
DFT total energy, Eh: -1969.93420
Max |F|, eV Å⁻¹: 5.43
Total charge: +1

Last column: Mulliken charge in e.
Positions of all 28 atoms, in Å:
Tb (1.24, -0.16, 0.86)  0.52
H (-0.97, 2.97, -0.89)  -0.07
H (-1.57, 2.58, -1.18)  0.07
P (-1.48, -1.15, 0.36)  0.68
C (-1.81, -2.32, -1.00)  -1.25
H (-2.61, -3.04, -0.76)  0.41
H (-2.07, -1.78, -1.92)  0.37
H (-0.88, -2.86, -1.22)  0.35
C (-1.33, -2.28, 1.78)  -1.26
H (-1.29, -1.64, 2.67)  0.40
H (-2.16, -2.98, 1.84)  0.41
H (-0.37, -2.80, 1.66)  0.40
C (-3.20, -0.51, 0.50)  -1.20
H (-3.48, 0.03, -0.42)  0.34
H (-3.98, -1.27, 0.71)  0.38
H (-3.21, 0.23, 1.31)  0.34
C (0.74, -0.38, -1.55)  0.43
O (0.32, -0.63, -2.61)  -0.20
H (-0.30, 0.79, 2.14)  -0.15
H (1.47, -1.95, 0.03)  -0.09
S (4.68, 1.74, -0.89)  -0.02
C (4.04, 3.30, -0.50)  -0.11
C (2.77, 3.19, 0.03)  -0.57
N (2.35, 1.85, 0.16)  -0.25
C (3.25, 0.99, -0.39)  -0.13
H (4.59, 4.20, -0.65)  0.44
H (2.14, 4.00, 0.40)  0.40
H (3.11, -0.11, -0.47)  0.34

***

The following is a quantum chemistry calculation of 2 unconnected molecules or ions with the total composition C11H12BClF9N2OP2S2 at a distorted geometry, from OMol25.

Computed properties:
Multiplicity: 1
DFT total energy, Eh: -3473.79913
Max |F|, eV Å⁻¹: 6.06
Total charge: -1

Last column: Mulliken charge in e.
Positions of all 41 atoms, in Å:
C (-1.55, 0.13, 6.12)  -0.95
C (-1.04, 0.27, 4.56)  -0.31
C (-2.07, -0.47, 3.47)  -0.67
Cl (-3.87, -0.09, 3.79)  -0.13
C (-1.60, -0.22, 1.90)  0.32
C (-1.65, 1.28, 1.15)  0.20
P (-2.34, 2.70, 2.21)  0.16
S (-4.07, 3.24, 1.39)  -0.39
C (-1.14, 1.53, -0.41)  -0.21
C (-1.11, 2.94, -1.21)  0.76
F (-2.02, 2.85, -2.41)  -0.25
F (-1.53, 4.15, -0.50)  -0.24
F (0.24, 3.29, -1.80)  -0.26
C (-0.62, 0.15, -1.19)  0.20
B (-0.11, 0.10, -2.76)  0.48
C (1.54, -0.11, -2.98)  -0.79
O (-0.98, 0.25, -3.95)  -0.60
C (-0.58, -1.34, -0.42)  0.07
N (-0.14, -2.67, -0.99)  -0.40
S (-0.30, -3.94, 0.26)  0.19
N (-0.92, -3.00, 1.63)  -0.56
C (-1.05, -1.58, 1.12)  0.35
H (-2.66, 0.44, 6.30)  0.27
H (-0.88, 0.84, 6.82)  0.30
H (-1.29, -0.97, 6.47)  0.27
H (-0.03, -0.37, 4.49)  0.31
H (-0.74, 1.36, 4.24)  0.28
H (-1.95, -1.63, 3.73)  0.37
H (-2.54, 2.41, 3.60)  0.13
H (-1.49, 3.89, 2.09)  0.13
H (2.12, 0.90, -2.80)  0.26
H (1.87, -0.84, -2.10)  0.18
H (1.79, -0.63, -4.00)  0.19
H (-0.37, 0.32, -4.75)  0.34
F (6.12, -1.57, -5.07)  -0.33
P (4.73, -2.17, -4.73)  0.91
F (4.21, -0.71, -4.54)  -0.31
F (4.37, -2.05, -6.24)  -0.33
F (4.27, -3.59, -5.17)  -0.34
F (3.67, -2.24, -3.58)  -0.28
F (5.74, -2.86, -3.76)  -0.32

***

The following is a quantum chemistry calculation of 6 unconnected molecules or ions with the total composition C47H51N2O23, from OMol25.

Computed properties:
Relative energy (zero: lowest compared OMol25 entry of this formula, charge and spin), eV: 0.000
Multiplicity: 2
DFT total energy, Eh: -3661.51961
Max |F|, eV Å⁻¹: 0.68

Last column: Mulliken charge in e.
Positions of all 123 atoms, in Å:
C (-0.30, 4.46, -2.15)  -1.40
C (0.22, 3.30, -1.31)  -0.58
C (0.08, 1.88, -1.91)  1.62
C (-0.10, 0.89, -0.76)  -2.75
C (1.15, 1.40, -2.98)  2.47
N (0.46, 0.61, -4.07)  0.85
C (-0.24, -0.60, -3.69)  0.51
C (0.53, -1.89, -3.74)  -1.37
O (-1.41, -0.54, -3.42)  -0.51
C (-0.16, 1.13, -5.25)  0.72
C (-0.89, 2.45, -5.27)  -1.25
O (-0.17, 0.42, -6.22)  -0.61
C (2.21, 0.44, -2.40)  -3.12
C (3.57, 1.03, -2.00)  1.57
C (4.44, -0.10, -1.47)  -1.88
C (3.53, 2.14, -0.93)  -1.55
N (4.19, 1.57, -3.26)  1.15
O (5.18, 0.92, -3.75)  -0.73
C (3.29, 2.20, -4.28)  1.65
C (3.17, 1.28, -5.50)  -1.56
C (3.96, 3.50, -4.71)  -2.07
C (1.96, 2.55, -3.61)  -3.59
H (-1.35, 4.32, -2.41)  0.33
H (0.27, 4.61, -3.07)  0.17
H (-0.23, 5.39, -1.58)  0.47
H (-0.36, 3.29, -0.38)  0.50
H (1.25, 3.50, -0.99)  0.01
H (-0.87, 1.88, -2.43)  0.20
H (0.64, 1.04, 0.04)  0.25
H (-0.05, -0.15, -1.08)  0.39
H (-1.10, 1.01, -0.34)  0.73
H (1.15, -1.99, -2.85)  0.23
H (-0.17, -2.73, -3.76)  0.45
H (1.19, -1.90, -4.61)  0.31
H (-0.22, 3.29, -5.46)  0.26
H (-1.60, 2.40, -6.09)  0.47
H (-1.42, 2.64, -4.34)  0.15
H (2.46, -0.27, -3.19)  0.77
H (1.83, -0.15, -1.56)  0.88
H (4.09, -0.34, -0.46)  0.46
H (4.37, -1.00, -2.08)  0.36
H (5.48, 0.21, -1.41)  0.43
H (2.64, 2.07, -0.31)  0.00
H (4.41, 2.05, -0.28)  0.54
H (3.59, 3.14, -1.36)  0.37
H (2.34, 1.63, -6.13)  0.32
H (2.99, 0.24, -5.23)  0.20
H (4.08, 1.32, -6.08)  0.47
H (3.95, 4.25, -3.91)  0.34
H (3.44, 3.92, -5.58)  0.40
H (5.00, 3.30, -5.00)  0.49
H (2.19, 3.23, -2.80)  0.38
H (1.39, 3.14, -4.32)  1.07
C (-4.26, 0.38, 1.83)  -1.00
C (-5.41, 0.22, 2.51)  0.26
C (-6.63, -0.43, 1.89)  1.44
O (-7.61, -0.52, 2.62)  -0.68
C (-6.57, -0.89, 0.52)  -0.90
C (-5.42, -0.75, -0.15)  -0.01
C (-4.19, -0.12, 0.48)  1.03
O (-3.19, -0.09, -0.22)  -0.44
O (-5.23, -1.14, -1.40)  -0.59
O (-5.59, 0.60, 3.76)  -0.61
H (-3.39, 0.83, 2.27)  0.41
H (-7.45, -1.36, 0.08)  0.42
H (-4.30, -0.92, -1.62)  0.31
H (-6.52, 0.35, 3.98)  0.36
C (0.46, -0.37, 6.13)  -1.21
C (-0.75, -0.37, 5.56)  0.35
C (-0.99, -0.82, 4.13)  1.13
O (-2.14, -0.77, 3.74)  -0.60
C (0.13, -1.27, 3.34)  -0.90
C (1.35, -1.27, 3.91)  0.26
C (1.59, -0.81, 5.34)  1.15
O (2.74, -0.86, 5.72)  -0.67
O (2.45, -1.67, 3.29)  -0.61
O (-1.86, 0.03, 6.18)  -0.59
H (0.64, -0.04, 7.14)  0.46
H (-0.05, -1.59, 2.33)  0.55
H (3.17, -1.62, 3.95)  0.37
H (-2.58, -0.09, 5.53)  0.33
C (-10.22, -2.52, 1.28)  -0.92
C (-11.37, -2.67, 1.96)  0.26
C (-12.60, -3.32, 1.34)  0.93
O (-13.58, -3.40, 2.06)  -0.64
C (-12.53, -3.80, -0.02)  -1.01
C (-11.38, -3.65, -0.69)  0.25
C (-10.15, -3.01, -0.07)  1.33
O (-9.17, -2.95, -0.79)  -0.65
O (-11.19, -4.05, -1.94)  -0.58
O (-11.56, -2.26, 3.20)  -0.58
H (-9.35, -2.05, 1.72)  0.43
H (-13.41, -4.25, -0.45)  0.43
H (-10.27, -3.82, -2.16)  0.38
H (-12.49, -2.51, 3.42)  0.38
C (1.13, -6.44, 5.60)  -1.08
C (1.12, -6.94, 4.36)  0.37
C (1.96, -6.36, 3.24)  1.05
O (1.86, -6.91, 2.16)  -0.64
C (2.80, -5.22, 3.51)  -0.92
C (2.81, -4.72, 4.75)  0.28
C (1.97, -5.30, 5.88)  1.10
O (2.07, -4.74, 6.96)  -0.64
O (3.53, -3.67, 5.13)  -0.59
O (0.39, -7.98, 3.98)  -0.57
H (0.53, -6.85, 6.41)  0.44
H (3.38, -4.80, 2.70)  0.45
H (3.34, -3.53, 6.08)  0.37
H (0.59, -8.11, 3.03)  0.38
C (8.65, 5.13, 1.56)  -0.95
C (7.44, 5.10, 0.98)  0.32
C (7.10, 4.17, -0.16)  1.01
O (5.96, 4.23, -0.59)  -0.59
C (8.11, 3.28, -0.67)  -1.10
C (9.32, 3.30, -0.10)  0.38
C (9.66, 4.23, 1.06)  1.01
O (10.80, 4.14, 1.50)  -0.63
O (10.34, 2.54, -0.46)  -0.59
O (6.43, 5.87, 1.35)  -0.59
H (8.90, 5.79, 2.38)  0.43
H (7.86, 2.62, -1.49)  0.57
H (11.08, 2.77, 0.13)  0.37
H (5.68, 5.63, 0.76)  0.37

***

The following is a quantum chemistry calculation of a molecular structure, C43H38N6NiO9S2, from OMol25.

Computed properties:
Multiplicity: 1
DFT total energy, Eh: -4971.75251
Max |F|, eV Å⁻¹: 0.73
Total charge: -2

Last column: Mulliken charge in e.
Positions of all 99 atoms, in Å:
Ni (-0.33, -0.57, 0.63)  0.30
C (-3.23, -2.89, -2.95)  -0.49
O (-2.05, -3.23, -3.67)  -0.31
C (-1.69, -2.40, -4.70)  0.66
C (-1.65, -2.98, -5.96)  -0.45
C (-1.29, -2.24, -7.08)  -0.46
C (-0.97, -0.90, -6.93)  -0.67
C (-0.97, -0.33, -5.67)  -0.94
C (-1.31, -1.06, -4.53)  0.20
N (-1.31, -0.34, -3.32)  0.82
C (-0.93, -0.77, -2.08)  -0.36
N (-0.14, -1.89, -2.02)  -0.11
C (-0.31, -2.81, -0.95)  0.75
C (-0.65, -2.38, 0.33)  -0.33
C (-0.94, -3.38, 1.26)  -0.30
C (-0.82, -4.73, 0.95)  -0.96
C (-0.35, -5.12, -0.29)  -0.64
C (-0.08, -4.15, -1.24)  0.56
O (0.46, -4.49, -2.47)  -0.52
C (1.89, -4.39, -2.44)  -0.59
N (-1.24, -0.14, -0.99)  0.41
C (-2.07, 1.04, -1.01)  -0.12
C (-1.27, 2.34, -1.21)  -0.60
C (-1.72, 3.58, -0.96)  -0.51
C (-3.06, 4.06, -0.54)  -0.36
C (-4.13, 3.30, -0.31)  -1.44
C (-3.43, 1.19, -1.85)  1.67
O (-4.02, -0.12, -1.78)  -0.22
C (-5.41, -0.10, -2.01)  -1.07
H (-3.22, -3.49, -2.04)  0.26
H (-4.11, -3.14, -3.56)  0.40
H (-3.28, -1.83, -2.69)  0.17
H (-1.92, -4.02, -6.04)  0.42
H (-1.27, -2.71, -8.06)  0.37
H (-0.70, -0.29, -7.79)  0.37
H (-0.71, 0.71, -5.53)  0.45
H (-1.81, 0.56, -3.40)  -0.28
H (0.02, -2.35, -2.90)  0.71
H (-1.21, -3.09, 2.27)  0.37
H (-1.05, -5.48, 1.70)  0.34
H (-0.19, -6.16, -0.54)  0.42
H (2.24, -4.56, -3.46)  0.29
H (2.32, -5.16, -1.79)  0.29
H (2.22, -3.41, -2.08)  0.19
H (-0.25, 2.22, -1.57)  0.44
H (-1.00, 4.37, -1.15)  0.39
H (-3.17, 5.14, -0.51)  0.41
H (-5.12, 3.69, -0.12)  0.46
H (-5.75, -1.14, -1.96)  0.24
H (-5.65, 0.33, -2.98)  0.41
H (-5.93, 0.47, -1.22)  0.31
C (6.95, 3.12, 1.84)  -1.39
C (6.15, 1.88, 1.50)  1.26
C (6.69, 0.61, 1.68)  -0.74
C (5.94, -0.52, 1.39)  -0.71
C (4.65, -0.39, 0.92)  -0.09
C (4.10, 0.87, 0.72)  -0.40
C (4.85, 2.00, 1.02)  -1.00
S (3.67, -1.84, 0.56)  1.38
O (3.70, -2.02, -0.88)  -0.79
O (4.25, -2.91, 1.35)  -0.79
N (2.20, -1.44, 0.97)  0.03
C (1.79, -1.34, 2.25)  0.45
C (2.53, -1.55, 3.44)  -1.09
C (1.92, -1.34, 4.65)  -0.31
C (0.58, -0.94, 4.72)  -1.18
C (-0.09, -0.77, 3.53)  -0.41
N (0.48, -0.97, 2.35)  0.84
H (7.99, 2.87, 2.04)  0.35
H (6.54, 3.61, 2.73)  0.28
H (6.91, 3.84, 1.03)  0.34
H (7.70, 0.51, 2.05)  0.26
H (6.35, -1.51, 1.55)  0.43
H (3.08, 0.99, 0.37)  0.50
H (4.38, 2.96, 0.87)  0.47
H (3.56, -1.88, 3.38)  0.49
H (2.49, -1.48, 5.57)  0.36
H (0.08, -0.76, 5.66)  0.41
H (-1.13, -0.45, 3.50)  0.61
S (-3.51, 1.94, -3.46)  -0.59
C (-3.75, 1.89, -0.53)  0.02
N (-2.84, 1.34, 0.21)  -0.64
O (1.65, 3.04, 0.74)  -0.79
C (0.73, 2.41, 1.27)  -0.71
O (0.29, 1.27, 0.92)  -0.61
C (0.03, 3.04, 2.46)  -0.20
C (0.65, 4.06, 3.16)  -0.60
C (0.07, 4.66, 4.28)  -1.09
C (-1.17, 4.18, 4.65)  0.91
O (-1.97, 4.60, 5.70)  -0.53
C (-3.12, 3.76, 5.66)  -0.26
O (-3.03, 2.92, 4.52)  -0.53
C (-1.80, 3.18, 3.95)  0.56
C (-1.24, 2.58, 2.85)  0.17
H (1.62, 4.39, 2.80)  0.46
H (0.56, 5.45, 4.84)  0.41
H (-4.01, 4.39, 5.59)  0.24
H (-3.15, 3.15, 6.57)  0.24
H (-1.75, 1.83, 2.26)  0.62

***

The following is a quantum chemistry calculation of a molecular structure, C19H17AgPS2, from OMol25.

Computed properties:
Relative energy (zero: lowest compared OMol25 entry of this formula, charge and spin), eV: 0.000
Multiplicity: 1
DFT total energy, Eh: -2019.01348
Max |F|, eV Å⁻¹: 0.39
Total charge: -1

Last column: Mulliken charge in e.
Positions of all 40 atoms, in Å:
Ag (-1.74, -0.01, -0.55)  -0.53
S (-1.86, -1.98, -2.00)  -0.51
C (-2.16, -3.20, -0.77)  0.44
C (-2.26, -4.52, -1.23)  -0.60
C (-2.51, -5.59, -0.40)  -0.50
C (-2.65, -5.37, 0.97)  -0.47
C (-2.55, -4.08, 1.45)  -0.65
C (-2.30, -2.97, 0.63)  0.53
S (-2.18, -1.42, 1.44)  -0.50
H (-2.15, -4.68, -2.30)  0.34
H (-2.58, -6.59, -0.81)  0.32
H (-2.85, -6.19, 1.65)  0.31
H (-2.65, -3.89, 2.51)  0.35
C (-0.56, 3.91, -0.17)  -1.44
P (-0.43, 2.07, -0.37)  0.84
C (0.37, 1.69, 1.25)  0.76
C (-0.50, 1.52, 2.33)  -0.58
C (-0.01, 1.20, 3.58)  -0.65
C (1.36, 1.03, 3.77)  -0.39
C (2.22, 1.20, 2.71)  -0.59
C (1.74, 1.54, 1.45)  -0.20
C (0.95, 1.89, -1.55)  0.74
C (1.43, 2.91, -2.36)  -0.28
C (2.41, 2.64, -3.32)  -0.58
C (2.90, 1.36, -3.48)  -0.43
C (2.41, 0.33, -2.68)  -0.79
C (1.44, 0.59, -1.74)  -0.52
H (-0.74, 4.37, -1.14)  0.44
H (0.35, 4.31, 0.27)  0.39
H (-1.40, 4.13, 0.47)  0.37
H (-1.56, 1.61, 2.17)  0.28
H (-0.70, 1.05, 4.41)  0.36
H (1.74, 0.75, 4.74)  0.36
H (3.29, 1.07, 2.85)  0.37
H (2.43, 1.67, 0.63)  0.35
H (1.06, 3.92, -2.26)  0.21
H (2.77, 3.45, -3.95)  0.37
H (3.66, 1.16, -4.23)  0.36
H (2.78, -0.68, -2.81)  0.39
H (1.02, -0.22, -1.15)  0.32

***

- multiplicity of number 4 (C47H51N2O23)?
  2